The following is a quantum chemistry calculation of a 2-piece molecular cluster, C4H8N2O4 overall, from the OMol25 dataset.

```
18
Properties=species:S:1:pos:R:3:forces:R:3:nbo_charge:R:1
O 1.771 1.302 -0.339 0.678 0.223 -0.358 -0.545
O 1.065 -0.018 -1.879 -0.731 -1.024 -3.328 -0.423
O -1.267 1.375 -1.333 -0.076 -0.758 1.325 -0.659
O -2.335 -0.432 -0.525 -1.141 -1.606 -0.365 -0.560
N 1.337 0.186 -0.749 0.951 1.170 3.731 0.452
N -0.160 1.822 1.164 -0.022 0.692 -0.141 -0.703
C 0.492 -2.085 -0.037 -1.455 2.506 -2.758 -0.667
C -1.555 0.438 -0.395 2.121 2.398 2.266 0.742
C 1.083 -0.703 0.273 -3.107 -1.723 -1.232 -0.125
C -0.759 0.675 0.927 0.112 -1.590 -0.273 0.033
H 1.468 -0.483 1.212 1.025 0.425 1.142 0.208
H -0.598 -1.964 -0.453 1.876 -0.335 0.861 0.230
H 0.487 -2.700 0.783 -0.172 -1.214 2.286 0.216
H 0.412 1.871 1.994 -0.131 0.044 0.102 0.399
H 0.999 -2.649 -0.810 0.441 0.209 -0.355 0.230
H -0.981 0.111 1.864 -0.211 0.057 -1.370 0.232
H -1.764 1.012 -2.062 -0.235 0.221 -1.206 0.503
H 0.305 2.243 0.367 0.077 0.305 -0.327 0.437
```
Positions in Å, forces in eV/Å.

LUMO level (alpha / beta): -0.487 / -0.486 eV
Gap between HOMO and LUMO (alpha / beta): 7.93 / 7.93 eV
Net charge: 0
Multiplicity: 1
ΔE to the lowest compared entry with this formula, charge and spin: 539.38 kJ/mol
Energy: -15443.2577 eV
HOMO (alpha / beta): -0.30929 / -0.30933 hartree

The following is a quantum chemistry calculation of C29H30ClCrI2N6O9S as an isolated structure, from the OMol25 dataset.

```
79
Properties=species:S:1:pos:R:3:forces:R:3:lowdin_charge:R:1
I 0.619 -8.408 1.087 0.203 0.137 -0.336 -0.032
I 1.765 -6.923 -0.853 -0.298 0.146 0.346 0.170
Cr 0.004 -1.849 -0.587 -0.184 1.520 0.465 0.744
Cl 5.234 2.314 -1.229 0.912 -0.237 -0.380 0.679
S 0.566 0.392 -1.902 1.478 -0.456 1.156 0.377
O 2.024 -4.013 -2.044 0.195 2.188 1.895 -0.138
O 1.819 -2.450 -0.341 1.734 -0.801 -0.633 -0.122
O 5.954 -0.368 1.190 1.620 -2.854 -0.650 0.044
O -3.414 4.525 -0.386 -0.356 0.089 -0.457 -0.068
O 0.382 0.128 -0.314 0.049 -0.137 -2.379 -0.462
O -0.009 -0.916 -2.434 0.177 0.392 -0.417 -0.439
O 1.986 0.568 -2.231 -1.476 -0.537 0.496 -0.311
O 7.680 -1.773 1.253 -1.482 0.871 -0.297 0.053
O -0.252 1.495 -2.347 -0.671 0.469 0.224 -0.338
N -0.652 -3.673 -0.927 0.074 -1.318 -0.414 -0.070
N -3.233 0.825 -0.152 1.749 0.876 1.485 -0.054
N -2.351 -1.197 -0.312 0.617 1.619 -0.371 0.052
N -4.997 -6.473 -0.663 1.625 1.741 -0.049 0.170
N 6.553 -1.437 0.852 0.364 2.828 2.441 -0.311
N -3.283 0.288 1.111 -0.552 -0.953 -0.407 0.106
C 1.148 2.833 0.514 0.492 0.442 -0.927 -0.208
C -2.805 3.432 0.372 -0.903 1.345 1.448 -0.377
C -2.908 2.668 2.932 0.264 0.654 0.233 -0.052
C 6.790 -2.929 -0.966 -1.456 0.284 -0.329 0.012
C 5.920 -2.293 -0.064 0.205 -2.174 -1.558 -0.164
C -2.542 -4.524 -2.033 1.003 0.498 0.145 0.023
C -2.908 -5.022 -0.790 0.747 0.609 -0.151 -0.248
C -2.751 5.123 2.298 0.345 -0.298 0.635 -0.059
C 2.071 1.925 1.058 -1.012 0.310 0.723 -0.062
C -1.319 3.488 0.137 1.273 0.417 -0.137 -0.120
C 6.210 -3.616 -2.032 -1.224 -0.546 0.805 -0.054
C -2.110 -4.997 0.341 -0.089 -0.618 0.958 -0.012
C -1.316 -3.862 -2.111 -0.034 -0.825 1.520 -0.039
C 2.822 3.384 -1.133 -0.195 -0.082 0.916 -0.127
C -3.299 3.726 1.900 -0.175 1.211 -0.973 -0.479
C 3.941 -3.326 -1.006 2.858 0.929 -1.080 -0.108
C -3.575 2.271 -0.301 -0.668 -1.041 -1.037 -0.015
C -0.281 2.846 1.067 0.889 0.219 0.165 -0.139
C -2.779 -0.920 0.944 -0.381 0.292 -0.253 -0.203
C 4.826 -3.859 -2.024 -1.242 0.353 0.380 0.023
C 4.552 -2.537 -0.062 0.243 1.590 1.105 0.067
C 2.483 -3.198 -1.149 -2.112 -3.403 -1.699 -0.542
C -2.554 -0.008 -0.935 -0.537 -1.254 -1.531 -0.120
C 3.676 2.486 -0.545 -0.089 0.142 0.716 -0.702
C 1.580 3.615 -0.579 -0.983 -0.713 0.972 -0.031
C -0.924 -4.306 0.259 -0.385 0.198 -1.815 -0.110
C -4.095 -5.730 -0.709 -3.694 -3.157 0.171 -0.193
C -4.833 3.966 1.916 -0.320 -1.453 -0.437 -0.071
C 3.358 1.786 0.615 0.746 -0.131 -0.963 -0.089
H 6.780 -4.016 -2.853 0.279 -0.062 0.061 0.098
H -0.181 -4.341 1.067 -0.230 0.624 -0.521 0.131
H -1.817 2.498 2.972 -0.655 -0.097 -0.179 0.070
H 1.708 1.300 1.863 0.091 -0.109 0.152 0.116
H -3.212 -4.658 -2.860 0.021 -0.043 -0.365 0.120
H 4.122 1.103 1.016 -0.751 0.307 -0.008 0.089
H -5.172 4.671 1.149 0.255 -0.424 -0.124 0.083
H -2.330 0.159 -2.010 -0.016 0.103 1.146 0.146
H -1.194 3.167 -0.890 0.424 -0.452 -0.260 0.106
H -3.438 1.740 2.714 0.223 0.156 0.433 0.048
H 0.892 4.333 -1.016 0.205 -0.095 -0.139 0.106
H -0.432 1.811 1.313 -0.647 -0.553 -0.011 0.088
H -2.853 5.258 -0.694 0.326 -0.957 0.551 0.112
H -1.658 5.131 2.244 -0.076 0.223 0.098 0.073
H 7.841 -2.824 -0.843 0.584 0.246 -0.136 0.105
H -5.380 2.986 1.828 0.253 0.968 0.058 0.090
H -0.825 -3.588 -3.071 -0.401 0.446 1.156 0.151
H -2.769 -1.691 1.696 0.048 0.235 0.357 0.109
H 3.959 -1.979 0.672 0.042 -0.275 -0.384 0.141
H -2.434 -5.561 1.243 0.381 0.594 -0.753 0.139
H -5.143 4.427 2.840 0.076 -0.071 0.657 0.069
H -0.963 4.538 0.121 -0.731 -0.123 0.004 0.121
H -3.158 5.911 1.664 0.106 -0.105 -0.121 0.077
H 4.348 -4.423 -2.842 0.325 0.413 0.443 0.117
H -3.566 2.466 -1.403 -0.007 -0.159 0.978 0.153
H -3.056 5.388 3.342 0.282 -0.402 -0.697 0.093
H 3.168 3.915 -1.968 0.237 0.642 -1.105 0.086
H -4.608 2.318 0.076 0.365 0.146 -0.478 0.116
H -3.163 3.099 3.917 -0.180 -0.449 -0.229 0.086
H -0.240 3.391 2.027 -0.177 -0.104 -0.305 0.109
```
Positions in Å, forces in eV/Å.

LUMO level (alpha / beta): 0.125 / 0.124 eV
Gap between HOMO and LUMO (alpha / beta): 4.83 / 5.64 eV
Net charge: -1
Multiplicity: 5
Energy: -125908.8433 eV
HOMO (alpha / beta): -0.17306 / -0.20271 hartree

The following is a quantum chemistry calculation of C8H20BrClNO2P2PtS as an isolated structure, from the OMol25 dataset.

```
37
Properties=species:S:1:pos:R:3:forces:R:3:nbo_charge:R:1
Pt 2.420 0.835 -4.207 -0.069 -0.100 0.716 0.222
Br -3.450 2.692 -1.356 0.924 -1.191 0.014 0.034
Cl -2.094 1.442 1.667 -0.398 1.603 0.561 -0.284
S 1.725 3.158 2.189 -0.215 -0.360 -0.496 -0.083
P -0.321 0.825 0.565 -1.975 0.079 -3.328 1.150
P 0.868 1.426 2.367 1.120 0.239 3.698 0.515
O -1.850 -1.002 2.064 1.684 -1.688 -1.386 -0.525
O -1.435 1.710 -2.972 -1.726 -1.469 4.444 -0.512
N -0.326 2.497 -0.094 0.769 -0.438 1.009 -1.115
C -1.477 0.272 -0.886 -3.260 -0.565 -0.747 -0.685
C -2.668 -2.129 1.664 -1.901 -0.245 -0.251 -0.287
C 1.297 0.387 -0.316 3.503 0.161 -1.151 -0.528
C 1.615 -2.261 -0.849 0.619 0.212 0.156 -0.640
C -1.931 1.472 -1.857 2.069 0.790 -3.629 0.532
C -0.594 -0.970 1.314 -1.602 -1.777 2.476 -0.343
C 1.311 0.536 -1.922 0.288 0.429 -0.001 -0.690
C 2.049 -0.977 0.056 1.028 -0.598 -1.123 -0.440
H -0.725 -1.773 0.520 0.945 1.231 0.693 0.239
H 1.770 -3.233 -0.251 -0.484 1.536 -1.026 0.245
H 0.605 2.756 -0.447 -0.511 0.110 0.147 0.390
H 2.439 0.375 -2.227 -0.809 0.098 0.187 0.203
H -0.698 3.171 0.588 0.216 -0.237 -0.657 0.421
H 2.054 1.206 0.019 -1.283 -1.068 -0.380 0.239
H 3.144 -0.798 -0.278 -1.694 -0.067 0.709 0.240
H -1.138 -0.665 -1.431 0.038 1.566 0.403 0.264
H 1.067 1.611 -2.214 -0.210 -1.534 0.211 0.256
H 0.558 -2.165 -1.263 1.292 -0.376 0.758 0.196
H 0.724 -0.256 -2.481 0.375 1.247 0.856 0.248
H -3.196 -1.944 0.652 0.955 -0.136 1.372 0.184
H -0.089 1.513 3.448 0.575 -0.408 -0.810 0.102
H 2.141 -1.217 1.163 -0.473 0.327 -1.414 0.218
H -2.458 -0.037 -0.359 1.670 0.468 -0.657 0.286
H 1.798 0.389 2.772 -0.584 0.483 -0.555 0.058
H 2.312 -2.305 -1.766 -1.137 0.016 1.449 0.235
H -2.113 -3.120 1.578 -0.536 1.362 0.413 0.198
H -3.525 -2.189 2.432 1.562 -0.054 -1.106 0.236
H 0.189 -1.232 2.119 -0.766 0.351 -1.557 0.221
```
Positions in Å, forces in eV/Å.

LUMO level: -8.348 eV
Gap between HOMO and LUMO: 2.76 eV
Net charge: +1
Multiplicity: 1
ΔE to the lowest compared entry with this formula, charge and spin: 189.52 kJ/mol
Energy: -129412.3001 eV
HOMO: -0.40817 hartree